{"formula": "C8H9N", "method": "ωB97M-V/def2-TZVPD", "de_lowest_kcal_mol": 122.7, "spin_multiplicity": 1, "lumo_ev": 0.9, "orbital_gap_ha": 0.3508, "smiles": "C#CN1[C@H](C)[C@H]1C#CC", "elements": ["C", "C", "C", "C", "C", "C", "C", "C", "N", "H", "H", "H", "H", "H", "H", "H", "H", "H"], "xyz": [[0.59600, -1.76395, 0.43423], [-0.02130, -2.79857, 0.40110], [-0.85653, 0.54951, 0.06478], [0.51944, 0.54604, 0.47329], [1.68866, 0.13698, -0.39613], [-2.07553, 0.50036, -0.00218], [3.02049, 0.77941, -0.34913], [-3.58273, 0.59533, -0.12478], [1.26327, -0.66458, 0.70084], [0.69756, 1.28138, 1.32426], [1.31040, -0.23821, -1.29750], [-0.47092, -3.70099, 0.04141], [3.14282, 1.54643, -0.99965], [3.80264, 0.02307, -0.54189], [3.15537, 1.17189, 0.66491], [-4.16636, 0.30139, 0.78156], [-3.99237, 0.01163, -0.99885], [-4.03091, 1.72287, -0.17626]], "forces_ev_per_angstrom": [[-0.8414, -2.5839, 0.3553], [0.2263, -0.0888, -0.8124], [-2.2866, -0.4342, 0.0506], [0.6166, 2.5265, 1.3334], [-0.8583, 1.2163, 0.1397], [0.0010, 0.6880, -0.0729], [0.4183, -2.4355, 2.5084], [-1.1001, 1.7496, -0.0037], [0.6506, -0.0796, 1.2377], [-0.0608, -0.7829, -1.3533], [-0.0925, -0.3892, -1.5744], [-0.0553, 0.2275, 0.3758], [0.1425, 2.3188, -2.1633], [-0.2470, 0.3255, 0.1317], [0.2193, -0.1020, -0.1283], [1.0048, -0.4534, -0.4996], [0.5890, 0.6941, 0.9050], [1.6737, -2.3970, -0.4297]]}

{"formula": "C41H27InN13OS3", "method": "ωB97M-V/def2-TZVPD", "total_charge": -1, "spin_multiplicity": 1, "lumo_ev": [1.0, 1.0], "orbital_gap_ha": [0.1734, 0.1732], "elements": ["In", "C", "C", "C", "C", "C", "N", "C", "N", "C", "C", "C", "C", "C", "C", "C", "C", "N", "C", "N", "C", "N", "C", "N", "C", "N", "C", "C", "C", "C", "C", "C", "C", "C", "C", "C", "C", "C", "N", "C", "C", "H", "H", "H", "H", "H", "H", "H", "H", "H", "H", "H", "H", "H", "H", "H", "H", "S", "C", "S", "S", "C", "N", "C", "C", "C", "N", "C", "O", "N", "H", "H", "H", "H", "H", "H", "H", "N", "C", "C", "C", "N", "H", "H", "H", "H"], "xyz": [[0.20397, -0.14925, 0.62369], [6.11587, 3.21975, 1.65299], [5.98477, 3.59555, 0.31739], [4.91587, 3.16295, -0.44791], [3.96107, 2.36995, 0.16699], [2.69977, 1.80965, -0.28641], [2.06167, 1.24405, 0.76089], [2.84287, 1.32045, 1.86329], [2.60037, 0.84325, 3.06669], [1.40607, 0.41705, 3.41609], [1.10017, -0.29405, 4.65039], [1.88667, -0.86805, 5.63209], [1.24547, -1.57985, 6.63409], [-0.13893, -1.71795, 6.65759], [-0.93373, -1.13715, 5.68269], [-0.30163, -0.41955, 4.68499], [-0.79163, 0.24315, 3.48739], [-2.05513, 0.50875, 3.24419], [-2.45573, 0.95535, 2.07419], [-1.77593, 0.94245, 0.91019], [-2.57593, 1.39425, -0.07971], [-2.31123, 1.46465, -1.36501], [-1.10003, 1.29395, -1.84711], [0.04447, 1.19725, -1.12971], [1.09557, 1.50225, -1.92491], [2.30547, 1.85545, -1.54481], [0.63517, 1.62955, -3.29201], [1.29177, 1.84505, -4.49321], [0.52997, 1.91955, -5.64381], [-0.85883, 1.79705, -5.59851], [-1.52253, 1.58465, -4.40461], [-0.76723, 1.49475, -3.24531], [-3.83763, 1.84045, 0.49119], [-4.93103, 2.50975, -0.03061], [-5.93783, 2.88545, 0.84259], [-5.87243, 2.57905, 2.19949], [-4.78703, 1.90275, 2.72939], [-3.76653, 1.54675, 1.86449], [0.25787, 0.67565, 2.75299], [4.07097, 2.02305, 1.52739], [5.16777, 2.42335, 2.27159], [6.96117, 3.58365, 2.22149], [6.73317, 4.23925, -0.12431], [4.80387, 3.45415, -1.48231], [2.96247, -0.78605, 5.59459], [1.83297, -2.04685, 7.41259], [-0.59843, -2.30485, 7.44169], [-2.00643, -1.25345, 5.67799], [2.36637, 1.94795, -4.51421], [1.01317, 2.07895, -6.59781], [-1.42403, 1.87685, -6.51661], [-2.59613, 1.48585, -4.36581], [-4.97333, 2.74695, -1.08191], [-6.78213, 3.45055, 0.47249], [-6.68303, 2.88445, 2.84679], [-4.71823, 1.67795, 3.78269], [5.26407, 2.12895, 3.30449], [1.22437, -4.29025, 2.59179], [0.91447, -2.84585, 1.84589], [-0.70053, -2.28805, 1.71199], [2.16547, -1.87755, 1.20779], [-0.28493, -4.66295, -3.44031], [0.51987, -3.48485, -3.23841], [1.38087, -3.02615, -4.16031], [2.24287, -2.02025, -3.87661], [2.21237, -1.51565, -2.53631], [1.23027, -1.82485, -1.71691], [0.35197, -2.80025, -1.98901], [-0.54813, -3.16105, -1.27141], [3.22737, -0.79785, -2.04521], [0.04607, -5.19345, -4.33121], [-1.34043, -4.40105, -3.53441], [-0.19103, -5.30625, -2.56421], [1.36547, -3.52025, -5.12331], [2.93837, -1.64225, -4.60481], [3.86707, -0.30215, -2.64101], [3.15107, -0.52795, -1.07421], [-2.86293, -1.90155, -1.78071], [-3.70513, -2.94945, -1.70571], [-4.16303, -2.98685, -0.41081], [-3.50933, -1.91915, 0.22379], [-2.72343, -1.28235, -0.61911], [-2.31753, -1.59985, -2.57071], [-3.91333, -3.57755, -2.55191], [-4.85543, -3.68705, 0.01589], [-3.58063, -1.60285, 1.24609]], "forces_ev_per_angstrom": [[0.3500, -0.7310, 0.3707], [0.0658, 0.0252, 0.1711], [0.0625, 0.0272, -0.1646], [-0.0227, -0.0211, -0.0423], [0.2444, -0.0724, 0.5242], [0.1272, 0.2870, -0.4034], [-0.3911, -0.1934, 0.2929], [-0.0678, 0.0955, -0.3364], [0.0694, -0.1865, 0.4515], [0.0676, 0.3247, -0.0238], [-0.5692, -0.3122, 0.3289], [0.0015, 0.0656, -0.0907], [0.1507, 0.0336, 0.0976], [-0.1129, -0.0233, 0.0395], [-0.0043, 0.1341, -0.0589], [0.6320, -0.1935, 0.3406], [0.1999, 0.3127, 0.0653], [-0.1238, -0.3250, 0.4590], [0.1420, 0.1867, -0.2983], [0.2915, -0.1766, 0.3151], [-0.1080, 0.3436, -0.5764], [-0.7359, 0.1439, 0.3883], [0.2503, 0.1148, -0.4355], [-0.0304, -0.2827, 0.3514], [-0.1050, 0.1621, -0.5191], [0.5040, 0.1673, 0.3180], [-0.4536, -0.1434, 0.1909], [0.0485, 0.0618, -0.1139], [0.3283, 0.0388, 0.0016], [-0.3250, -0.0387, 0.0167], [-0.0831, 0.0581, -0.0928], [0.5378, -0.0454, 0.1030], [-0.2814, -0.1039, 0.6182], [0.0967, -0.0447, -0.0562], [-0.0475, 0.0645, -0.1378], [-0.0870, -0.0171, 0.1470], [0.0959, -0.0548, 0.0060], [-0.3338, 0.2503, -0.6060], [-0.0895, 0.1976, -0.2957], [0.1913, 0.3022, -0.6231], [-0.0703, -0.0109, 0.0516], [0.0696, -0.0414, 0.0149], [0.0514, 0.0249, -0.0363], [0.0059, 0.0097, -0.0816], [0.0807, -0.0039, -0.0082], [0.0371, -0.0602, 0.0143], [-0.0105, -0.0139, 0.0308], [-0.1042, -0.0245, 0.0069], [0.1178, 0.0344, -0.0345], [0.0429, 0.0152, -0.0611], [-0.0456, -0.0312, -0.0661], [-0.1523, 0.0219, -0.0017], [-0.0181, 0.0465, -0.1310], [-0.0926, -0.0342, -0.0503], [-0.0303, 0.0229, 0.0530], [0.0083, -0.0350, 0.1087], [-0.0184, 0.0102, 0.1561], [0.1046, -0.5957, 0.2826], [0.1330, -0.4424, 0.2984], [-0.2482, 0.5967, -0.3166], [0.0431, 0.6329, -0.0436], [-0.3292, -0.2226, 0.1026], [0.0012, 0.1615, 0.2341], [0.3913, 0.2949, -0.0352], [-0.0591, -0.0114, -0.1805], [-0.2788, -0.6528, -0.1008], [0.2212, 0.8631, 0.1199], [0.0733, -0.5359, -0.7227], [-0.2063, -0.2652, 0.1038], [0.1102, 0.0463, 0.1114], [0.0406, 0.0458, -0.0178], [0.0104, -0.0416, -0.0200], [-0.0238, -0.0065, -0.0983], [0.0201, -0.0062, -0.0128], [0.1149, -0.0505, -0.1202], [-0.0864, -0.0316, 0.0629], [0.0744, 0.0473, -0.1234], [-0.3674, -0.1201, -0.2574], [-0.1421, -0.0217, -0.0121], [-0.0748, -0.1352, -0.1055], [-0.1552, -0.1389, -0.1960], [0.2900, 0.3308, 0.0590], [-0.0045, -0.0360, 0.1427], [-0.0092, -0.0444, -0.0965], [-0.0474, -0.0861, 0.0331], [0.0473, 0.0631, 0.2209]]}

{"formula": "C5H8O", "method": "ωB97M-V/def2-TZVPD", "de_lowest_kcal_mol": 104.8, "spin_multiplicity": 1, "lumo_ev": -0.4, "orbital_gap_ha": 0.2901, "elements": ["C", "C", "C", "C", "C", "O", "H", "H", "H", "H", "H", "H", "H", "H"], "xyz": [[2.77519, 0.03249, -0.65042], [1.66267, -0.06756, 0.08709], [0.32883, 0.39591, 0.16631], [-0.81126, -0.38974, -0.33746], [-2.11314, -0.07669, 0.43535], [-2.20359, 1.28710, 0.73501], [1.81866, -0.47024, 1.09695], [3.68844, -0.40411, -0.25851], [2.83379, 0.58232, -1.58461], [-0.89636, 0.07710, -1.34275], [-0.66607, -1.46750, -0.50735], [-2.99282, -0.34753, -0.15985], [-2.12871, -0.70131, 1.34509], [-1.29561, 1.54976, 0.97514]], "forces_ev_per_angstrom": [[-0.1334, 0.0204, 0.0580], [0.0673, 0.3245, -0.1576], [0.0155, -0.2695, -0.1349], [0.1868, 0.0864, 0.1760], [-0.0387, -0.3303, -0.1287], [0.1333, 0.0677, 0.1171], [-0.1876, -0.3339, 0.1759], [-0.1228, 0.1513, -0.1503], [-0.1520, -0.2033, 0.0829], [0.0960, 0.0462, 0.0706], [0.0953, 0.1795, 0.0589], [0.1868, 0.0148, 0.0710], [0.0055, 0.1498, -0.1343], [-0.1519, 0.0966, -0.1044]]}